Computed, not measured: 13 unconnected molecules or ions with the total composition C70H77N9O30 in a non-equilibrium geometry, with the ωB97M-V functional and the def2-TZVPD basis.

```
! RIJCOSX wB97M-V def2-TZVPD def2/J DEFGRID3
* xyz 0 1
C 8.443 24.715 13.944
C 8.436 23.217 13.642
O 7.886 22.495 14.786
C 8.863 21.915 15.601
O 9.988 21.874 15.306
O 8.282 21.261 16.627
C 9.185 20.520 17.512
H 7.458 25.120 14.011
H 9.016 25.241 13.173
H 8.858 24.840 14.937
H 9.489 22.936 13.492
H 7.942 22.871 12.685
H 10.073 21.089 17.746
H 9.351 19.517 17.127
H 8.545 20.310 18.417
C 14.761 14.259 22.776
C 13.672 15.010 22.005
O 12.866 14.002 21.422
C 11.590 14.320 21.352
O 10.998 15.301 21.764
O 10.926 13.265 20.829
C 11.566 12.195 20.294
H 14.270 13.674 23.566
H 15.433 14.909 23.290
H 15.299 13.521 22.182
H 14.219 15.585 21.229
H 13.085 15.733 22.523
H 10.842 11.514 19.845
H 12.131 11.634 21.087
H 12.231 12.498 19.448
C 9.319 17.887 20.886
C 10.810 17.893 20.663
O 11.180 18.568 19.427
C 12.482 18.537 19.111
O 13.356 17.933 19.631
O 12.650 19.367 18.077
C 13.903 19.185 17.403
H 8.736 17.316 20.129
H 8.890 18.864 20.948
H 9.180 17.518 21.918
H 11.136 16.848 20.574
H 11.373 18.296 21.543
H 13.779 19.867 16.608
H 14.103 18.133 17.209
H 14.678 19.639 17.994
C 13.731 16.745 12.946
C 15.150 17.150 13.357
O 15.080 18.303 14.195
C 16.213 18.730 14.615
O 17.289 18.336 14.249
O 16.021 19.671 15.530
C 17.256 20.357 15.813
H 13.817 15.957 12.243
H 13.213 17.562 12.393
H 13.141 16.470 13.782
H 15.641 17.463 12.414
H 15.765 16.402 13.812
H 17.534 20.150 16.853
H 17.064 21.383 15.578
H 18.051 20.094 15.116
C 18.197 17.428 20.787
C 19.094 16.970 19.816
C 18.674 16.592 18.518
C 17.328 16.734 18.303
C 16.379 17.172 19.202
C 16.863 17.445 20.471
N 16.874 16.365 16.909
O 15.717 16.717 16.581
O 17.609 15.656 16.263
H 18.517 17.553 21.782
H 20.112 16.876 20.072
H 19.315 16.063 17.813
H 15.358 17.150 18.822
H 16.156 17.781 21.260
C 7.884 18.494 24.092
C 8.940 19.378 24.178
C 10.252 18.924 24.311
C 10.438 17.557 24.452
C 9.369 16.655 24.473
C 8.099 17.122 24.335
N 11.854 17.168 24.542
O 12.701 17.760 23.889
O 12.112 16.258 25.328
H 6.899 18.887 23.905
H 8.787 20.426 24.039
H 11.130 19.512 24.256
H 9.507 15.589 24.611
H 7.298 16.428 24.230
C 8.490 12.507 18.116
C 8.503 11.151 17.780
C 7.930 10.792 16.583
C 7.381 11.746 15.773
C 7.378 13.102 16.136
C 7.972 13.470 17.299
N 6.842 11.290 14.482
O 7.078 10.152 14.137
O 6.186 12.155 13.929
H 8.983 12.802 19.004
H 8.976 10.393 18.457
H 8.003 9.743 16.245
H 6.975 13.806 15.383
H 8.100 14.533 17.527
C 14.280 23.052 16.971
C 15.231 23.362 16.024
C 14.859 23.848 14.798
C 13.474 23.875 14.550
C 12.503 23.469 15.426
C 12.918 23.053 16.648
N 12.974 24.545 13.291
O 11.792 24.884 13.155
O 13.853 24.958 12.572
H 14.587 22.589 17.889
H 16.311 23.368 16.245
H 15.474 24.295 14.077
H 11.516 23.648 15.103
H 12.125 22.756 17.343
C 13.419 22.083 22.373
C 13.842 20.810 22.003
C 14.811 20.642 21.022
C 15.362 21.770 20.472
C 14.944 23.040 20.821
C 13.902 23.153 21.709
N 16.448 21.664 19.459
O 16.841 22.667 18.968
O 16.941 20.557 19.274
H 12.640 22.200 23.083
H 13.335 19.946 22.410
H 15.009 19.614 20.617
H 15.411 23.945 20.350
H 13.553 24.102 22.003
C 11.000 14.973 15.720
C 11.732 13.822 15.496
C 12.903 13.545 16.207
C 13.283 14.382 17.211
C 12.442 15.452 17.629
C 11.330 15.718 16.832
N 14.474 13.947 18.007
O 14.729 14.569 19.061
O 15.126 12.983 17.662
H 10.188 15.278 15.065
H 11.521 13.224 14.618
H 13.546 12.704 15.945
H 12.617 16.108 18.475
H 10.666 16.545 17.081
C 13.725 21.232 12.791
C 14.015 21.796 11.555
C 13.038 22.138 10.706
C 11.752 21.868 11.109
C 11.398 21.340 12.282
C 12.419 20.989 13.134
N 10.613 22.290 10.262
O 9.506 22.002 10.652
O 10.840 23.006 9.312
H 14.484 20.908 13.455
H 15.004 21.890 11.262
H 13.218 22.387 9.640
H 10.327 21.125 12.504
H 12.166 20.481 14.039
C 6.644 20.141 10.936
C 6.041 20.158 12.208
C 6.602 19.522 13.282
C 7.843 18.905 12.982
C 8.490 18.777 11.758
C 7.800 19.451 10.671
N 8.506 18.177 14.117
O 7.788 17.950 15.067
O 9.664 17.931 13.999
H 6.115 20.689 10.102
H 5.144 20.728 12.407
H 6.152 19.596 14.262
H 9.403 18.239 11.783
H 8.276 19.431 9.693
C 9.698 24.504 18.039
C 10.785 24.354 18.916
C 10.575 23.608 20.091
C 9.381 22.988 20.296
C 8.340 23.097 19.350
C 8.485 23.838 18.250
N 9.122 22.172 21.481
O 7.945 21.863 21.675
O 10.082 21.828 22.169
H 9.872 25.067 17.092
H 11.735 24.941 18.721
H 11.410 23.347 20.687
H 7.396 22.464 19.432
H 7.712 23.832 17.532
*
```

Its HOMO energy is -9.70 eV. The calculation puts the total energy at -5462.75140 a.u. As for the frontier orbital gap: 8.58 eV. Its LUMO energy is -1.120 eV.

Here are the Mulliken charges for atoms 1 to 6, given in e: -1.225 1.033 -0.467 0.679 -0.232 -0.444